# 1
{"formula": "C16H18F9N10O7RhS", "method": "ωB97M-V with the def2-TZVPD basis set", "symbols": ["Rh", "N", "N", "C", "N", "N", "N", "O", "O", "H", "H", "H", "H", "H", "C", "C", "C", "C", "C", "C", "C", "S", "O", "O", "N", "C", "C", "O", "O", "H", "H", "H", "H", "H", "H", "H", "H", "H", "F", "C", "F", "F", "C", "O", "C", "F", "F", "F", "C", "F", "F", "F", "N", "C", "N", "N", "C", "N", "H", "H", "H", "H"], "xyz": [[0.567855, -0.058048, 0.411227], [0.376181, 1.957308, 0.842223], [-0.592115, 2.606729, 0.066994], [-1.497416, 1.817262, -0.551327], [-2.295303, 2.399995, -1.433857], [-1.490016, 0.541318, -0.136981], [-2.383144, -0.309118, -0.810386], [-3.437399, 0.149697, -1.231705], [-2.040082, -1.449039, -0.905430], [0.095410, 1.920859, 1.816549], [1.282360, 2.409645, 0.780459], [-0.354659, 3.500125, -0.328249], [-2.039083, 3.291119, -1.819740], [-3.005914, 1.835950, -1.875544], [4.761996, -6.745852, 1.457854], [3.665988, -5.791460, 1.070082], [2.346443, -6.017319, 1.462960], [1.332151, -5.158351, 1.081735], [1.634628, -4.046387, 0.300133], [2.935346, -3.803000, -0.102557], [3.941857, -4.678758, 0.286243], [0.300090, -2.976298, -0.146599], [-0.141436, -2.348554, 1.103813], [-0.648557, -3.786360, -0.853443], [0.961542, -1.751223, -0.892042], [0.840533, -1.476404, -2.305170], [0.378271, -0.050533, -2.455249], [-0.165780, 0.365476, -3.452482], [0.653213, 0.723268, -1.422929], [4.481027, -7.343368, 2.324461], [5.684608, -6.214194, 1.691311], [4.980225, -7.434327, 0.639019], [2.113375, -6.881639, 2.073973], [0.309812, -5.348421, 1.381847], [3.158906, -2.927645, -0.696889], [4.962603, -4.481834, -0.020458], [0.169078, -2.138255, -2.849447], [1.839234, -1.472289, -2.760925], [0.824099, 0.483647, 6.467711], [1.313845, 0.561815, 5.220344], [2.129662, -0.488016, 5.046752], [2.079090, 1.661546, 5.153398], [0.203651, 0.588768, 4.122494], [0.722610, 0.319513, 2.918833], [-0.483428, 2.003983, 4.209675], [-1.623596, 2.003725, 3.486230], [0.300489, 2.956324, 3.655810], [-0.776633, 2.419317, 5.441322], [-0.900451, -0.465545, 4.486451], [-1.716938, -0.089668, 5.484188], [-0.320862, -1.627660, 4.868850], [-1.654759, -0.737820, 3.423944], [4.143875, -3.064258, 3.966420], [3.266498, -2.451470, 3.142723], [1.980954, -2.762304, 3.231285], [3.780962, -1.626478, 2.242496], [3.075671, -0.869706, 1.486715], [2.572577, -0.111635, 0.744481], [3.814580, -3.518503, 4.799353], [5.071480, -2.677373, 3.988329], [1.628083, -3.284998, 4.013205], [1.291866, -2.303719, 2.642115]], "forces_ev_per_angstrom": [[-0.39, 1.60, -4.30], [0.11, 0.02, 1.15], [-0.08, -0.04, 0.01], [0.09, 0.05, 0.22], [0.02, -0.05, -0.01], [-0.31, -0.37, 0.04], [0.10, 0.16, 0.05], [-0.07, -0.09, 0.11], [-0.09, -0.10, 0.01], [0.16, 0.23, 0.26], [-0.01, -0.01, -0.19], [0.04, -0.02, 0.01], [-0.01, 0.01, 0.00], [0.00, 0.03, 0.00], [0.00, 0.00, 0.01], [0.01, 0.00, 0.00], [-0.02, 0.01, 0.02], [0.10, -0.04, -0.10], [-0.05, -0.24, 0.01], [0.01, -0.07, 0.09], [0.03, 0.06, 0.00], [0.03, 0.31, 0.33], [-0.03, -0.91, 0.97], [0.14, 0.00, -0.28], [-0.43, -0.21, 1.01], [0.30, 0.19, 0.21], [-0.27, -0.35, -0.31], [0.13, 0.28, 0.15], [0.74, 0.23, 0.60], [-0.01, 0.00, 0.00], [0.00, 0.01, 0.00], [0.00, 0.00, 0.00], [0.00, -0.01, 0.00], [-0.02, 0.03, -0.01], [-0.02, 0.02, -0.02], [0.00, -0.01, -0.01], [0.03, -0.11, 0.09], [-0.09, -0.29, -0.19], [0.05, -0.01, 0.01], [0.05, -0.09, -0.02], [0.02, 0.03, 0.06], [-0.03, -0.03, 0.02], [-0.24, -0.31, -0.11], [-0.06, 0.33, 0.05], [0.03, 0.04, -0.16], [0.07, 0.01, 0.02], [0.00, -0.10, -0.04], [-0.01, -0.07, -0.03], [0.05, -0.16, 0.02], [0.04, -0.03, -0.05], [-0.05, 0.05, -0.03], [0.04, 0.06, 0.08], [0.04, 0.12, 0.02], [-0.17, -0.12, -0.02], [0.08, 0.20, -0.03], [-0.01, 0.20, -0.07], [0.16, 0.20, -0.12], [-0.08, -0.54, 0.52], [-0.02, -0.04, -0.03], [0.00, -0.01, 0.00], [0.00, -0.03, -0.01], [-0.11, -0.02, -0.01]], "fmax_ev_per_a": 4.6, "homo_lumo_gap_ev": 7.9, "lumo_energy_ev": -0.93}

# 2
{"formula": "C16H18FeN2S2", "method": "ωB97M-V with the def2-TZVPD basis set", "symbols": ["Fe", "C", "N", "C", "C", "N", "C", "C", "C", "C", "C", "C", "C", "S", "C", "C", "C", "C", "C", "C", "S", "H", "H", "H", "H", "H", "H", "H", "H", "H", "H", "H", "H", "H", "H", "H", "H", "H", "H"], "xyz": [[-0.535011, 1.525436, 0.185087], [-2.190817, -0.113242, 2.067973], [-1.441264, -0.411895, 0.830227], [-0.325879, -1.364087, 1.096626], [0.957876, -0.950457, 0.394138], [1.280951, 0.430926, 0.759384], [1.691007, 0.555319, 2.172580], [2.257609, 1.110648, -0.067574], [3.300542, 0.429153, -0.674497], [4.235086, 1.121190, -1.431361], [4.122004, 2.497462, -1.560559], [3.078015, 3.176443, -0.951349], [2.122631, 2.499633, -0.196596], [0.775674, 3.385337, 0.556098], [-2.319610, -0.928157, -0.221217], [-3.157835, -2.001660, 0.067565], [-3.987753, -2.533282, -0.901858], [-3.969119, -1.980173, -2.177324], [-3.134740, -0.918819, -2.465579], [-2.286618, -0.365493, -1.496852], [-1.236859, 0.978276, -1.941185], [-2.550787, -1.014886, 2.571568], [-3.045084, 0.514966, 1.823301], [-1.542429, 0.425433, 2.761132], [-0.609038, -2.367269, 0.773319], [-0.172756, -1.414991, 2.174694], [0.827830, -0.989099, -0.688692], [1.754936, -1.650782, 0.674486], [2.597405, -0.032055, 2.353826], [0.903677, 0.210995, 2.841258], [1.881600, 1.603262, 2.388742], [3.384410, -0.644751, -0.565215], [5.043179, 0.587681, -1.913550], [4.843469, 3.048543, -2.149926], [2.979987, 4.247532, -1.070516], [-3.157283, -2.432481, 1.061634], [-4.638203, -3.365248, -0.668194], [-4.610852, -2.379465, -2.952429], [-3.125948, -0.489943, -3.459165]], "forces_ev_per_angstrom": [[0.15, -0.12, -0.20], [0.01, -0.01, 0.00], [-0.11, -0.01, 0.04], [-0.10, -0.04, 0.00], [0.05, 0.02, -0.01], [0.09, 0.04, 0.16], [0.01, -0.03, -0.04], [0.00, -0.10, 0.01], [-0.02, 0.03, -0.01], [0.00, 0.02, 0.00], [0.00, -0.02, 0.00], [0.00, 0.01, 0.00], [-0.05, 0.06, 0.00], [0.02, 0.08, 0.03], [0.01, -0.06, 0.14], [0.00, 0.00, -0.05], [0.01, 0.02, 0.00], [-0.02, -0.01, -0.02], [0.00, 0.00, -0.02], [0.02, 0.06, -0.04], [-0.11, 0.00, 0.01], [0.00, -0.01, -0.01], [0.00, 0.00, 0.00], [0.00, 0.01, 0.00], [0.01, 0.01, 0.00], [0.04, 0.03, 0.00], [-0.03, 0.01, 0.00], [0.00, 0.00, 0.00], [0.00, 0.00, 0.02], [-0.01, 0.01, -0.01], [0.02, 0.00, -0.01], [0.00, 0.00, 0.00], [0.00, 0.00, 0.00], [0.00, -0.01, 0.00], [0.00, 0.00, 0.00], [0.00, 0.00, 0.00], [0.00, 0.00, 0.00], [0.00, 0.00, 0.01], [0.01, 0.01, 0.01]], "fmax_ev_per_a": 0.3, "multiplicity": 5, "homo_lumo_gap_ev": [8.0, 8.0], "de_lowest_ev": 0.0000, "lumo_energy_ev": [0.47, 0.36], "s_squared": 6.01}